The following is a quantum chemistry calculation of a structure of composition C41H66MnP2Si2, from the OMol25 dataset.

Structure (XYZ):
```
112
Properties=species:S:1:pos:R:3:mulliken_charge:R:1
Mn 0.58 -0.33 0.73 0.027
C 4.09 0.46 -0.30 -1.557
Si 2.51 -0.42 -0.63 1.855
C 2.80 -2.26 -0.77 0.632
C 4.09 -2.76 -0.97 -0.739
C 4.33 -4.12 -1.05 -0.805
C 3.28 -5.02 -0.92 -1.016
C 1.99 -4.55 -0.73 -0.958
C 1.73 -3.18 -0.65 0.048
P 0.02 -2.54 -0.45 1.011
C -0.80 -3.22 -1.99 -0.432
C -0.26 -2.57 -3.27 -1.826
C -0.89 -1.20 -3.53 1.119
C -2.42 -1.27 -3.55 -1.714
C -2.94 -1.85 -2.23 1.105
C -2.33 -3.23 -1.98 -1.902
C -0.78 -3.56 0.88 -0.111
C 0.20 -3.90 2.03 -0.754
C -0.50 -3.90 3.39 -1.350
C -1.09 -2.52 3.73 -0.591
C -1.62 -1.79 2.48 1.958
C -2.02 -2.77 1.39 -1.555
C 1.87 0.27 -2.28 1.393
C 2.50 -0.09 -3.48 -0.641
C 2.10 0.47 -4.69 -0.773
C 1.06 1.39 -4.71 -1.428
C 0.41 1.75 -3.53 0.032
C 0.81 1.19 -2.32 -0.412
P 0.06 1.60 -0.71 -1.395
C 0.74 3.24 -0.25 1.154
C 0.55 3.47 1.27 1.592
C 0.80 4.94 1.61 -1.130
C -0.29 5.82 0.98 -1.254
C -0.80 5.24 -0.35 -0.102
C 0.30 4.47 -1.07 -1.203
C -1.76 1.56 -0.90 2.847
C -2.45 2.44 -1.96 -0.789
C -3.94 2.64 -1.64 -1.222
C -4.53 1.38 -1.00 -0.369
C -3.89 1.12 0.38 -0.778
C -2.46 1.68 0.46 -0.608
H 4.70 0.46 -1.21 0.477
H 4.67 0.01 0.52 0.437
H 3.89 1.51 -0.03 0.253
H 4.93 -2.07 -1.05 0.443
H 5.34 -4.49 -1.21 0.433
H 3.46 -6.09 -0.96 0.448
H 1.18 -5.26 -0.61 0.410
H -0.46 -4.26 -1.95 1.271
H -0.49 -3.24 -4.10 0.530
H 0.83 -2.48 -3.23 0.451
H -0.51 -0.79 -4.47 0.575
H -0.59 -0.51 -2.74 -0.937
H -2.75 -1.92 -4.37 0.587
H -2.85 -0.29 -3.74 0.386
H -4.03 -1.91 -2.22 0.647
H -2.65 -1.17 -1.41 -0.808
H -2.65 -3.90 -2.78 0.598
H -2.72 -3.66 -1.05 0.404
H -1.11 -4.48 0.40 1.344
H 1.02 -3.19 2.05 -0.018
H 0.66 -4.87 1.85 0.537
H 0.21 -4.20 4.17 0.524
H -1.29 -4.65 3.39 0.316
H -0.35 -1.90 4.23 -0.233
H -1.92 -2.64 4.43 0.415
H -0.83 -1.14 2.08 -1.732
H -2.44 -1.12 2.73 0.836
H -2.52 -2.26 0.57 -0.229
H -2.75 -3.47 1.81 0.566
H 3.31 -0.82 -3.47 0.440
H 2.59 0.18 -5.61 0.450
H 0.74 1.83 -5.65 0.408
H -0.41 2.46 -3.58 0.417
H 1.80 3.06 -0.43 0.610
H 1.23 2.82 1.82 -1.905
H -0.46 3.21 1.58 -0.109
H 1.79 5.22 1.24 0.446
H 0.83 5.08 2.69 0.452
H 0.11 6.83 0.82 0.386
H -1.12 5.93 1.68 0.374
H -1.19 6.03 -0.99 0.600
H -1.65 4.56 -0.15 -0.216
H 1.17 5.12 -1.19 0.571
H 0.01 4.19 -2.08 0.389
H -1.88 0.51 -1.21 -1.264
H -2.36 1.95 -2.94 0.258
H -1.97 3.41 -2.05 0.185
H -4.48 2.90 -2.55 0.629
H -4.07 3.49 -0.95 0.294
H -4.34 0.53 -1.67 -0.148
H -5.61 1.47 -0.91 0.560
H -3.88 0.05 0.58 0.014
H -4.50 1.58 1.16 0.616
H -1.91 1.16 1.25 -0.454
H -2.49 2.73 0.76 0.528
C 2.25 -0.48 5.21 -1.161
Si 1.78 0.60 3.77 0.538
C 2.94 2.05 3.73 -1.271
C 0.04 1.23 3.99 -0.455
C 2.01 -0.40 2.22 -0.770
H 2.28 0.10 6.15 0.335
H 3.25 -0.90 5.04 0.317
H 1.55 -1.32 5.36 0.331
H 2.90 2.58 4.70 0.401
H 2.68 2.78 2.95 0.292
H 3.97 1.73 3.56 0.367
H -0.10 1.54 5.04 0.552
H -0.73 0.48 3.76 0.038
H -0.14 2.11 3.36 0.067
H 1.94 -1.46 2.51 0.192
H 3.07 -0.26 1.96 0.404
```

2S+1: 5
Molar mass, g/mol: 732.0
Energy relative to the best compared isomer or geometry (same formula, charge and spin), eV: 0.217
HOMO level (spin up / spin down), eV: -10.6922 / -10.7071
Orbital gap (spin up / spin down), eV: 7.8357 / 8.3179
E, Eh: -4014.4509
LUMO energy (spin up / spin down), eV: -2.856 / -2.389
Net charge: +1

***

The following is a quantum chemistry calculation of a structure of composition C58H56BNO6P2SSn in a non-equilibrium geometry, from the OMol25 dataset.

Structure (XYZ):
```
126
Properties=species:S:1:pos:R:3:mulliken_charge:R:1
Sn 0.61 1.08 -0.61 0.375
O 3.28 -3.74 0.01 -0.885
S 2.30 -2.68 0.29 1.628
C 0.68 -3.51 0.16 0.641
C -0.20 -3.83 1.16 -0.336
C -1.40 -4.45 0.82 -0.705
C -1.68 -4.76 -0.50 -0.818
C -0.77 -4.46 -1.50 -0.700
C 0.41 -3.80 -1.17 0.213
P 1.55 -2.99 -2.34 -0.732
C 1.34 -4.20 -3.70 0.285
C 2.13 -5.34 -3.53 -1.048
C 2.14 -6.35 -4.48 -0.543
C 1.37 -6.21 -5.62 -0.624
C 0.62 -5.07 -5.82 -0.698
C 0.61 -4.06 -4.87 0.249
C 0.55 -1.51 -2.53 0.677
C -0.73 -1.40 -3.00 -0.504
C -1.37 -0.17 -3.23 0.607
C -0.77 1.09 -3.27 -1.026
C 0.57 1.45 -3.26 -1.458
C 1.69 0.46 -3.18 0.732
C 2.33 -2.66 2.12 -0.621
C 2.92 -3.74 2.75 -0.019
C 3.01 -3.78 4.12 -0.888
C 2.55 -2.71 4.87 -0.726
C 1.98 -1.62 4.24 -0.252
C 1.85 -1.58 2.85 -0.066
P 0.98 -0.20 1.99 0.815
C -0.47 -0.22 3.11 1.045
C -1.49 -1.11 2.76 0.401
C -2.56 -1.31 3.62 -0.622
C -2.64 -0.62 4.81 -0.946
C -1.66 0.29 5.14 -0.933
C -0.57 0.48 4.31 -0.100
C 1.95 1.19 2.63 -0.076
C 1.34 2.45 2.74 0.231
C 2.08 3.54 3.15 -0.735
C 3.43 3.41 3.44 -0.660
C 4.04 2.18 3.30 -0.747
C 3.31 1.08 2.89 -1.112
H 0.01 -3.61 2.20 0.327
H -2.13 -4.67 1.60 0.330
H -2.63 -5.22 -0.75 0.405
H -0.99 -4.71 -2.53 0.388
H 2.72 -5.42 -2.62 0.441
H 2.75 -7.23 -4.33 0.379
H 1.37 -7.00 -6.37 0.332
H 0.03 -4.96 -6.72 0.409
H 0.03 -3.16 -5.03 0.226
H -1.29 -2.32 -3.17 -0.258
H -2.44 -0.19 -3.42 0.402
H -1.47 1.91 -3.39 -0.105
H 0.83 2.46 -3.56 0.086
H 2.58 1.03 -2.85 0.520
H 3.29 -4.54 2.12 0.571
H 3.45 -4.64 4.62 0.363
H 2.64 -2.72 5.95 0.406
H 1.62 -0.79 4.82 0.419
H -1.45 -1.60 1.80 -0.630
H -3.34 -2.01 3.35 0.472
H -3.49 -0.77 5.48 0.364
H -1.74 0.86 6.07 0.382
H 0.19 1.21 4.58 0.437
H 0.30 2.55 2.49 0.347
H 1.59 4.50 3.24 0.627
H 4.00 4.27 3.76 0.393
H 5.10 2.08 3.51 0.394
H 3.79 0.11 2.78 0.469
C -4.46 -0.47 0.82 -1.445
C -3.71 -0.64 -0.50 2.291
C -4.41 -1.68 -1.39 -1.845
O -2.40 -1.08 -0.20 1.112
C -3.74 0.73 -1.21 -0.225
O -4.66 0.99 -1.97 -0.760
O -2.82 1.61 -0.96 -0.543
H -4.68 -1.44 1.26 0.320
H -5.40 0.07 0.66 0.374
H -3.83 0.10 1.50 0.035
H -4.51 -2.61 -0.83 0.351
H -3.82 -1.86 -2.29 0.252
H -5.39 -1.31 -1.68 0.388
H -1.82 -0.92 -0.96 -1.449
C 0.26 0.12 -5.97 -1.642
C 1.51 -0.59 -5.55 1.450
C 1.98 -1.55 -6.45 -0.808
C 3.08 -2.33 -6.17 -0.679
C 3.76 -2.11 -4.98 -0.488
C 3.33 -1.15 -4.08 0.623
C 4.14 -0.97 -2.83 -1.349
C 2.17 -0.40 -4.33 0.330
N 1.33 -0.46 -2.07 0.411
H 0.23 0.24 -7.06 0.614
H 0.16 1.09 -5.50 0.324
H -0.61 -0.47 -5.67 0.207
H 1.45 -1.70 -7.38 0.321
H 3.41 -3.10 -6.85 0.367
H 4.62 -2.72 -4.74 0.276
H 4.70 -0.03 -2.86 0.363
H 4.83 -1.79 -2.71 0.361
H 3.47 -0.93 -1.97 0.004
C -1.73 7.86 1.95 -1.813
C -1.39 6.91 3.11 2.254
C -2.24 7.32 4.31 -2.104
C 0.09 7.09 3.47 -1.854
C -1.63 5.46 2.70 0.948
C -2.16 4.53 3.58 -0.908
C -2.36 3.19 3.22 -0.977
C -2.02 2.79 1.95 -0.157
O -2.10 1.58 1.39 -0.048
B -1.70 1.73 -0.04 1.467
O -1.26 3.17 -0.14 -0.734
C -1.49 3.73 1.04 0.454
C -1.27 5.04 1.41 -1.012
H -1.72 8.89 2.30 0.462
H -2.72 7.64 1.55 0.385
H -1.01 7.78 1.14 0.345
H -2.13 8.39 4.50 0.454
H -1.94 6.79 5.21 0.360
H -3.30 7.11 4.12 0.440
H 0.30 8.12 3.76 0.578
H 0.71 6.84 2.61 0.321
H 0.36 6.43 4.29 0.282
H -2.45 4.81 4.58 0.248
H -2.78 2.48 3.92 0.562
H -0.83 5.70 0.69 0.290
```

Molar mass, g/mol: 1086.6
Energy relative to the best compared isomer or geometry (same formula, charge and spin), eV: 1.138
HOMO level, eV: -0.4548
Orbital gap, eV: 4.3469
E, Eh: -4070.0716
LUMO energy, eV: 3.892
Net charge: -2

***

The following is a quantum chemistry calculation of a structure of composition C6H7NO in a non-equilibrium geometry, from the OMol25 dataset.

Structure (XYZ):
```
15
Properties=species:S:1:pos:R:3:mulliken_charge:R:1
C 1.51 -0.51 -1.32 -1.093
C 0.11 -0.61 -0.95 0.601
C -0.80 -1.25 -1.61 -0.678
C -0.33 0.26 0.30 0.316
C -0.16 1.42 1.95 -0.251
C -1.32 0.76 2.15 -0.273
H 2.09 -1.44 -0.83 0.239
H 1.68 -0.56 -2.53 0.323
H 2.15 0.62 -0.74 0.287
H -0.24 -1.82 -2.46 0.223
H -1.96 -1.06 -1.53 0.267
H 0.27 2.02 2.77 0.336
H -1.92 1.04 2.98 0.402
N 0.53 0.98 0.89 -0.363
O -1.63 0.15 0.93 -0.334
```

Molar mass, g/mol: 109.1
Energy relative to the best compared isomer or geometry (same formula, charge and spin), eV: 3.737
HOMO level, eV: -8.8505
Orbital gap, eV: 9.5905
E, Eh: -362.6761
LUMO energy, eV: 0.740
Net charge: 0

***

The following is a quantum chemistry calculation of a cluster of 4 separate species, CH11N2O3 in total in a non-equilibrium geometry, from the OMol25 dataset.

Structure (XYZ):
```
17
Properties=species:S:1:pos:R:3:mulliken_charge:R:1
N 0.43 -0.35 -1.16 -0.194
C -0.37 -0.11 -2.15 0.222
N -1.70 -0.10 -2.04 -0.332
H 0.07 -0.18 -0.21 0.278
H 1.43 -0.16 -1.18 0.284
H 0.01 0.14 -3.13 0.349
H -2.17 0.47 -2.73 0.244
H -2.28 -0.56 -1.37 0.243
H 3.82 0.21 -0.37 0.314
H 4.08 -0.67 -1.58 0.313
O 3.39 -0.38 -0.99 -0.669
H -0.85 1.57 1.41 0.309
H -0.77 0.18 2.01 0.392
O -0.82 0.64 1.13 -0.721
H -2.16 -0.39 3.91 0.312
H -0.86 -0.20 4.66 0.317
O -1.25 -0.09 3.79 -0.662
```

Molar mass, g/mol: 99.1
Energy relative to the best compared isomer or geometry (same formula, charge and spin), eV: 0.506
HOMO level, eV: -14.9601
Orbital gap, eV: 11.9795
E, Eh: -379.7247
LUMO energy, eV: -2.981
Net charge: +1

***

The following is a quantum chemistry calculation of a cluster of 2 separate species, C2H8NS in total in a non-equilibrium geometry, from the OMol25 dataset.

Structure (XYZ):
```
12
Properties=species:S:1:pos:R:3:mulliken_charge:R:1
S 0.83 -1.41 0.50 -0.807
H 1.51 -2.64 0.54 -0.047
C -0.86 1.27 0.83 -0.695
C -0.11 1.35 -0.50 -0.565
N -0.64 0.36 -1.44 -0.554
H -0.60 0.28 1.32 0.141
H -0.68 2.10 1.55 0.266
H -1.95 1.32 0.65 0.223
H -0.16 2.32 -1.00 0.306
H 0.95 1.04 -0.33 0.326
H -1.63 0.52 -1.59 0.171
H -0.41 -0.57 -1.12 0.234
```

Molar mass, g/mol: 78.2
Energy relative to the best compared isomer or geometry (same formula, charge and spin), eV: 0.370
HOMO level, eV: -2.8084
Orbital gap, eV: 7.2176
E, Eh: -533.9575
LUMO energy, eV: 4.409
Net charge: -1

***

The following is a quantum chemistry calculation of a cluster of 2 separate species, C4H5N2 in total in a non-equilibrium geometry, from the OMol25 dataset.

Structure (XYZ):
```
11
Properties=species:S:1:pos:R:3:mulliken_charge:R:1
C -0.80 0.23 1.19 -0.306
C -1.96 0.54 0.74 0.553
C 1.98 -0.32 -0.27 -0.424
C 1.15 -0.73 -1.42 0.052
N -3.12 0.53 0.44 -0.242
N 0.52 -0.32 -0.38 -0.236
H -0.03 0.35 1.91 0.377
H 2.44 -1.08 0.35 0.272
H 2.49 0.63 -0.30 0.252
H 1.03 -1.11 -2.41 0.352
H -3.71 1.30 0.15 0.350
```

Molar mass, g/mol: 81.1
Energy relative to the best compared isomer or geometry (same formula, charge and spin), eV: 4.946
HOMO level, eV: -14.8462
Orbital gap, eV: 8.0251
E, Eh: -264.4336
LUMO energy, eV: -6.821
Net charge: +1